1.
66
Properties=species:S:1:pos:R:3:mulliken_spin:R:1 method="wB97M-V/def2-TZVPD" de_lowest_kcal_mol=0.00 homo_energy_ev="-11.70 / -11.66" charge=+1 lumo_ev="-3.8 / -3.4" orbital_gap_ha="0.290 / 0.305" spin_multiplicity=2 energy_ev=-199668.3095
Fe 0.82221 -0.49604 0.01443 1.206
Cl 2.99941 -1.50090 0.40862 -0.006
C 2.40980 -1.03621 2.00847 0.017
C 1.22726 -0.35551 1.88139 -0.126
C 0.62384 0.12116 3.02470 -0.020
Cl -0.82114 1.04156 2.88079 -0.001
C 1.21119 -0.12672 4.26886 -0.006
Cl 0.46305 0.45778 5.69477 -0.002
C 2.41131 -0.84480 4.35757 0.007
Cl 3.12747 -1.14800 5.88145 0.001
C 3.04290 -1.31285 3.20009 -0.002
Cl 4.51345 -2.17932 3.23407 -0.002
C -4.72000 -2.33465 1.35228 0.000
C -3.89030 -1.31316 0.59921 0.000
C -3.82728 0.01221 1.33060 0.000
C -4.36327 -1.14419 -0.83211 0.000
O -2.50973 -1.88511 0.63071 -0.002
P -1.32904 -1.66183 -0.34343 -0.026
O -0.02038 -2.20701 0.27894 0.022
O -0.96412 -0.16422 -0.56640 -0.023
O -1.64448 -2.29014 -1.73210 0.001
C -1.55681 -3.72571 -2.13037 -0.001
C -0.09832 -4.01644 -2.43446 0.002
C -2.09155 -4.60405 -1.01327 0.000
C -2.41742 -3.80917 -3.37471 0.000
H -5.73219 -1.95300 1.48770 0.000
H -4.28724 -2.52621 2.33333 0.000
H -4.77688 -3.27359 0.80225 0.000
H -4.83535 0.41538 1.43017 0.000
H -3.21627 0.73073 0.78305 0.000
H -3.40912 -0.12514 2.32686 0.000
H -5.37614 -0.74035 -0.81231 0.000
H -4.38743 -2.09589 -1.36002 0.000
H -3.73647 -0.44404 -1.38661 0.000
H 0.51477 -3.91024 -1.54061 -0.001
H 0.26891 -3.34596 -3.21201 0.000
H -0.00276 -5.04080 -2.79627 0.000
H -1.52638 -4.46893 -0.09003 -0.001
H -1.99671 -5.64874 -1.31033 0.000
H -3.14476 -4.39946 -0.82107 0.000
H -2.04984 -3.12699 -4.14041 0.000
H -3.45305 -3.55824 -3.14781 0.000
H -2.38855 -4.82461 -3.77026 0.000
C 0.00635 3.19775 -0.15837 -0.003
As 1.31323 1.77993 -0.08645 -0.038
C 1.85419 1.60542 -1.96169 0.002
C 2.96002 2.47586 0.71418 -0.004
C 3.43161 3.74763 0.07926 0.003
C 2.94936 4.97631 0.52464 -0.003
C 3.36026 6.15498 -0.07861 0.001
C 4.26236 6.12000 -1.13253 -0.002
C 4.75848 4.90201 -1.57391 0.001
C 4.34536 3.72298 -0.97181 -0.003
H 0.44176 4.00351 -0.74757 -0.002
H -0.22962 3.55320 0.84156 0.000
H -0.89139 2.81381 -0.63771 0.000
H 2.36811 2.50979 -2.28690 -0.001
H 0.96277 1.45157 -2.56967 0.006
H 2.53457 0.76460 -2.09435 0.004
H 3.68788 1.66841 0.61489 0.000
H 2.76623 2.61159 1.77976 -0.001
H 2.25717 5.01291 1.35885 0.000
H 2.98246 7.10240 0.28236 0.000
H 4.58767 7.03991 -1.59930 0.000
H 5.47564 4.86858 -2.38340 0.000
H 4.75295 2.77629 -1.30894 0.000

---

2.
74
Properties=species:S:1:pos:R:3:mulliken_spin:R:1 method="wB97M-V/def2-TZVPD" de_lowest_kcal_mol=0.00 homo_energy_ev="-12.41 / -12.41" charge=+1 lumo_ev="-5.2 / -7.8" orbital_gap_ha="0.264 / 0.168" spin_multiplicity=2 energy_ev=-231816.8084
Co 0.72427 -2.05298 0.64216 -0.006
Cl -1.29218 -4.10139 2.61899 0.033
C -0.53443 -2.75783 3.34396 0.120
C 0.28817 -1.94625 2.59793 0.020
C 0.95181 -0.92417 3.28882 0.172
Cl 2.11025 -0.03876 2.43664 0.140
C 0.71916 -0.62802 4.66713 0.128
Cl 1.48668 0.68578 5.40150 0.056
C -0.14048 -1.43911 5.38824 -0.004
Cl -0.44742 -1.12846 7.03538 -0.003
C -0.74031 -2.53480 4.74620 0.195
Cl -1.70811 -3.59091 5.63217 0.110
F 1.34482 -3.96435 0.35847 0.000
As 3.22142 -3.87198 0.49618 0.000
F 2.88077 -3.42546 2.14172 -0.001
F 3.22308 -5.52463 0.84723 0.000
F 4.87857 -3.59214 0.64532 0.000
F 3.25335 -4.10598 -1.19457 0.000
F 2.87224 -2.12307 0.14092 -0.001
Cl -4.82909 -1.64262 -0.07252 0.000
C -3.36514 -2.39034 -0.56304 0.000
C -3.31599 -3.23426 -1.66561 0.000
C -2.10462 -3.81113 -2.00452 0.000
C -0.98248 -3.52383 -1.24612 0.000
N -1.05127 -2.71676 -0.18895 0.003
C -2.20778 -2.15556 0.15651 -0.002
H -4.20968 -3.42981 -2.24264 0.000
H -2.02267 -4.48664 -2.84332 0.000
H -0.02016 -3.95766 -1.48122 0.000
H -2.21327 -1.50482 1.02064 0.000
C -0.83953 -0.06197 -3.54146 0.000
C -1.57609 1.07126 -2.83029 0.000
C -1.21647 2.41627 -3.46195 0.000
C -3.08333 0.85286 -2.86706 0.000
O -1.21220 1.08869 -1.44321 0.001
Si 0.20247 1.02119 -0.65134 0.002
O 0.45950 -0.50041 -0.14541 0.006
O 0.13270 1.97996 0.66017 -0.001
C -0.92507 2.32313 1.55691 0.000
C -1.76687 3.42842 0.92044 0.000
C -1.79489 1.09903 1.85240 0.012
C -0.25973 2.81557 2.83872 0.007
O 1.37912 1.52563 -1.63792 0.000
C 2.70438 2.02595 -1.45561 0.000
C 3.43346 1.26576 -0.35392 0.002
C 2.61893 3.51382 -1.08846 0.000
C 3.42987 1.86234 -2.78607 0.000
H -1.16913 -0.14715 -4.57651 0.000
H -1.03836 -1.00305 -3.02406 0.000
H 0.23550 0.12368 -3.52175 0.000
H -1.48118 2.41979 -4.51961 0.000
H -0.14750 2.59555 -3.35853 0.000
H -1.76055 3.21894 -2.96193 0.000
H -3.44079 0.80718 -3.89580 0.000
H -3.58930 1.67255 -2.35609 0.000
H -3.33441 -0.07973 -2.35853 0.000
H -2.15395 3.07772 -0.03594 0.000
H -1.14634 4.30732 0.74457 0.000
H -2.59845 3.70189 1.57066 0.000
H -2.30884 0.78140 0.94220 0.000
H -2.53160 1.33096 2.62124 0.000
H -1.15837 0.27762 2.19785 0.012
H 0.38736 3.66655 2.62788 0.000
H 0.35231 2.01408 3.25940 -0.002
H -1.01139 3.11942 3.56784 0.000
H 2.95254 1.45215 0.60992 0.003
H 4.47278 1.58625 -0.29955 0.000
H 3.40388 0.19473 -0.55953 0.000
H 2.02503 3.62959 -0.18187 0.000
H 2.14087 4.06641 -1.89798 0.000
H 3.61885 3.91479 -0.92411 0.000
H 3.50949 0.80394 -3.04087 0.000
H 4.43094 2.28710 -2.71706 0.000
H 2.88482 2.37070 -3.58137 0.000

---

3.
66
Properties=species:S:1:pos:R:3:mulliken_spin:R:1 method="wB97M-V/def2-TZVPD" de_lowest_kcal_mol=0.00 homo_energy_ev="-6.34 / -7.16" lumo_ev="0.6 / -0.1" orbital_gap_ha="0.256 / 0.261" spin_multiplicity=5 energy_ev=-152445.1446
Co 0.00000 0.00000 0.00000 2.990
C -2.77310 0.06720 2.43410 0.024
C -1.81580 1.17810 2.16080 -0.072
C -1.80410 2.42160 2.77220 0.000
C -0.74530 3.08580 2.18780 0.018
C -0.29130 4.47810 2.49070 -0.001
N -0.18280 2.25830 1.28720 -0.008
N -0.81690 1.10170 1.25790 0.071
B 0.98760 2.42100 0.35530 -0.006
N 1.98450 1.30890 0.75720 0.018
N 1.59900 0.06810 1.03930 0.051
C 2.69080 -0.62160 1.42320 -0.019
C 2.68050 -2.06100 1.81330 -0.002
C 3.79530 0.20550 1.40940 0.003
C 3.30970 1.42830 0.99630 0.028
C 4.11660 2.68130 0.84660 -0.001
N 0.40770 2.21950 -1.06420 -0.013
N -0.47020 1.26300 -1.35100 0.056
C -0.82780 1.41040 -2.64160 0.010
C -1.79140 0.52140 -3.35260 0.011
C -0.18130 2.50200 -3.18440 0.003
C 0.58410 3.00230 -2.15220 0.024
C 1.45820 4.21650 -2.22430 0.000
H -3.50400 0.36470 3.21550 0.002
H -3.32200 -0.18590 1.50320 -0.002
H -2.21390 -0.82570 2.78320 -0.002
H -2.47550 2.78920 3.53720 0.000
H -0.93280 4.93410 3.27410 0.001
H 0.75800 4.45600 2.85180 0.001
H -0.35080 5.09630 1.57090 0.001
H 1.50690 3.48900 0.43970 0.002
H 1.65240 -2.47280 1.73340 0.012
H 3.35300 -2.63370 1.14130 0.002
H 3.03200 -2.16590 2.86090 0.002
H 4.81300 -0.04710 1.67740 0.001
H 5.17880 2.49450 1.11080 0.000
H 4.06520 3.03500 -0.20350 0.001
H 3.71620 3.46630 1.52160 0.001
H -2.15780 -0.27240 -2.66820 -0.006
H -2.65600 1.11880 -3.70990 0.000
H -1.28890 0.04690 -4.22120 0.000
H -0.26800 2.88710 -4.19210 0.002
H 1.41450 4.66830 -3.23770 0.000
H 1.11330 4.96940 -1.48520 0.001
H 2.50780 3.93450 -2.00250 0.001
Cl 1.67000 0.00000 -1.44780 0.188
C -2.72400 -2.72190 0.92770 -0.003
N -1.42400 -3.27280 0.54440 0.024
C -0.59230 -2.88240 -0.46050 0.009
Se -0.90750 -1.57140 -1.57140 0.131
N 0.53420 -3.63350 -0.51280 0.007
C 0.40120 -4.51870 0.48910 -0.010
C 1.28200 -5.52530 0.87710 0.010
C 0.90980 -6.32990 1.97080 -0.002
C -0.31730 -6.10940 2.63900 0.007
C -1.18470 -5.08230 2.22030 -0.017
C -0.78570 -4.30310 1.13300 0.053
H -3.01450 -1.87520 0.27350 0.011
H -2.67950 -2.35810 1.97570 -0.002
H -3.50070 -3.51110 0.84800 -0.002
H 1.33080 -3.54560 -1.18280 0.002
H 2.21810 -5.68400 0.35770 0.000
H 1.56750 -7.12270 2.30250 0.000
H -0.59190 -6.73480 3.47840 0.001
H -2.12500 -4.90770 2.72660 0.000
H -0.60280 -1.04370 1.04370 0.393